Entry from OMol25: a cluster of 2 separate species, C3H7NO3 in total in a non-equilibrium geometry (ωB97M-V/def2-TZVPD).

Element x y z (Å)
O (0.990, -1.558, 0.433)
C (0.670, -0.549, 1.086)
N (0.373, 0.526, 0.305)
C (-0.430, 1.617, 0.736)
O (-0.809, 2.429, -0.034)
C (0.569, -0.561, 2.563)
H (0.540, 0.240, -0.651)
H (-0.672, 1.671, 1.801)
H (1.373, 0.003, 3.036)
H (-0.400, -0.373, 3.017)
H (0.760, -1.593, 2.883)
H (-1.844, -1.063, -3.964)
H (-0.227, -1.228, -3.881)
O (-1.081, -1.561, -4.232)

Cartesian forces (eV/Å) of the 6 atoms listed first:
O 0.4 -0.7 0.3
C -1.1 2.1 -0.3
N 0.9 -2.6 1.0
C -0.7 1.3 -0.2
O 0.2 -0.2 -0.3
C 0.7 -1.9 1.0

Values from the calculation:
* LUMO energy (spin up / spin down): -5.691 / -10.093 eV
* highest occupied orbital energy (spin up / spin down): -14.125 / -14.124 eV
* energy relative to the best compared isomer or geometry (same formula, charge and spin): 159.6 kJ/mol
* 2S+1: 2
* frontier orbital gap (spin up / spin down): 8.4 / 4.0 eV
* charge: +1